Computed, not measured: an isolated ion of composition C3H6Cl2N3 and charge +1 at a distorted geometry, with ωB97M-V with the def2-TZVPD basis set.

```
14
Properties=species:S:1:pos:R:3:forces:R:3:nbo_charge:R:1
C -0.4113 -1.4299 -0.1332 0.5 -0.5 0.7 0.52
H -1.3852 1.6127 0.4390 0.2 -0.5 0.1 0.38
H -1.3096 -2.9989 0.8095 1.6 1.5 0.5 0.45
C 1.1853 0.3363 -0.7057 -0.5 -0.9 -0.2 0.41
H 0.2774 -2.4355 1.6025 -2.2 0.6 -1.9 0.46
N 0.7039 -0.8019 -0.3765 0.0 0.4 -0.9 -0.49
N -0.5451 -2.2598 0.9049 0.2 -1.5 0.4 -0.74
H -0.0735 1.6400 -1.3008 0.6 1.2 1.1 0.25
H -0.3192 2.0358 1.5699 0.0 -2.0 -1.7 0.40
Cl -1.7416 -1.4310 -1.2745 1.0 0.3 0.7 0.10
C 0.4744 1.6259 -0.2912 -1.5 -3.4 -1.9 -0.29
Cl 2.4448 0.4200 -1.8937 -0.6 0.0 1.0 0.14
H 1.1574 2.3736 -0.1097 1.3 1.9 0.0 0.24
N -0.4577 1.3126 0.7594 -0.7 2.9 2.0 -0.84
```
Forces are in eV/Å.

As for the highest occupied orbital energy: -14.610 eV. Its largest force on an atom is 4.2 eV Å⁻¹. Its total energy is -1202.27936 Ha. The total charge is +1. As for the SMILES: NCC(Cl)=[N+]=C(N)Cl. For the frontier orbital gap, the calculation gives 9.965 eV.

Computed, not measured: a 2-piece molecular cluster, CH2ClO2S overall at a distorted geometry, with ωB97M-V with the def2-TZVPD basis set.

```
7
Properties=species:S:1:pos:R:3:forces:R:3:nbo_charge:R:1
H -0.0872 -0.3434 -0.9751 -0.6 -1.2 0.2 0.24
S 0.2713 1.7687 -0.7192 2.9 0.7 -0.7 2.06
H -0.1937 0.3749 0.8733 -0.8 -1.0 0.7 0.24
C 0.1787 0.2101 -0.1054 0.8 3.6 -1.4 -0.88
O 0.5768 2.8839 0.1733 -1.1 -1.3 -0.3 -0.89
O 0.9077 1.9228 -2.0470 -1.9 -0.7 1.4 -0.90
Cl -2.8167 2.1538 -0.9972 0.7 -0.1 0.0 -0.88
```
Forces are in eV/Å.

As for the highest occupied orbital energy: -4.512 eV. Its largest force on an atom is 4.0 eV Å⁻¹. Its total energy is -1048.15204 Ha. The total charge is -1. For the frontier orbital gap, the calculation gives 7.198 eV.